ORCA calculation (the ωB97M-V functional and the def2-TZVPD basis) on a 8-piece molecular cluster, C24H54FN8O13S2 overall at a distorted geometry.

Calculated values
M in g mol⁻¹: 745.87
Net charge: -1
Electronic energy in Eh: -3259.18940
Maximum force in Eh/bohr: 0.165
Spin multiplicity: 1

Geometry as XYZ:
```
102
C24H54FN8O13S2 the ωB97M-V functional and the def2-TZVPD basis
O 2.45 -0.55 1.60
C 1.73 -0.98 0.55
O 0.72 -0.03 0.01
C 1.83 -2.45 -0.17
C 3.36 -2.93 -0.54
S 4.40 -1.52 -1.30
O 5.66 -2.15 -1.94
O 4.92 -0.55 -0.17
N 3.35 -0.67 -2.40
S 2.95 -1.63 -3.81
O 4.21 -2.14 -4.61
O 2.09 -0.69 -4.75
F 1.97 -3.00 -3.51
H 1.11 0.90 -0.06
H 1.38 -3.26 0.55
H 1.19 -2.40 -1.15
H 3.91 -3.46 0.34
H 3.26 -3.73 -1.42
C 0.77 4.41 -0.64
O 1.05 3.42 0.02
N 0.40 4.40 -1.97
C 0.08 5.62 -2.68
C 0.34 3.14 -2.67
H 0.78 5.42 -0.20
H -0.95 5.55 -3.05
H 0.77 5.73 -3.52
H 0.17 6.50 -2.03
H -0.38 2.49 -2.17
H 1.33 2.67 -2.64
H 0.04 3.30 -3.71
C -1.77 -2.17 3.59
O -1.23 -3.06 2.95
N -1.60 -0.82 3.38
C -2.28 0.18 4.19
C -0.72 -0.38 2.33
H -2.47 -2.39 4.42
H -2.90 0.80 3.53
H -1.53 0.80 4.68
H -2.92 -0.29 4.94
H -1.07 -0.78 1.37
H 0.29 -0.77 2.52
H -0.68 0.71 2.28
C -3.10 -3.43 6.39
O -3.78 -2.47 6.07
N -3.30 -4.22 7.51
C -2.44 -5.34 7.83
C -4.40 -3.90 8.40
H -2.23 -3.75 5.79
H -3.05 -6.25 7.86
H -1.99 -5.17 8.81
H -1.66 -5.46 7.08
H -5.34 -3.96 7.83
H -4.28 -2.89 8.78
H -4.44 -4.61 9.23
C -7.97 -2.27 8.43
O -7.43 -3.16 7.79
N -7.79 -0.92 8.22
C -8.47 0.08 9.02
C -6.91 -0.48 7.16
H -8.66 -2.49 9.26
H -9.09 0.70 8.37
H -7.72 0.71 9.52
H -9.11 -0.39 9.78
H -7.27 -0.88 6.21
H -5.90 -0.87 7.36
H -6.87 0.61 7.12
C 2.59 -2.73 -9.39
O 2.65 -2.63 -10.61
N 1.75 -2.01 -8.57
C 1.74 -2.19 -7.13
C 0.84 -1.05 -9.16
H 3.24 -3.43 -8.84
H 0.74 -2.51 -6.82
H 1.99 -1.23 -6.65
H 2.47 -2.94 -6.82
H 0.18 -1.56 -9.86
H 1.42 -0.30 -9.70
H 0.24 -0.56 -8.38
C 4.50 0.78 -9.92
O 4.40 1.90 -9.44
N 5.67 0.20 -10.35
C 5.71 -1.14 -10.91
C 6.91 0.94 -10.24
H 3.62 0.13 -10.04
H 6.36 -1.76 -10.29
H 6.10 -1.09 -11.93
H 4.71 -1.58 -10.93
H 7.08 1.19 -9.19
H 6.82 1.87 -10.82
H 7.75 0.35 -10.62
C -0.66 6.37 4.19
O -0.76 7.50 4.67
N 0.51 5.79 3.76
C 0.55 4.45 3.20
C 1.75 6.53 3.87
H -1.54 5.72 4.07
H 1.20 3.83 3.82
H 0.94 4.50 2.18
H -0.45 4.01 3.18
H 1.92 6.79 4.92
H 1.66 7.46 3.29
H 2.59 5.95 3.49
```

***

ORCA calculation (the ωB97M-V functional and the def2-TZVPD basis) on C25H24ClFeNO2 as an isolated structure at a distorted geometry.

Calculated values
M in g mol⁻¹: 461.77
Net charge: -1
Electronic energy in Eh: -2896.13132
Maximum force in Eh/bohr: 0.048
Spin multiplicity: 6

Geometry as XYZ:
```
54
C25H24ClFeNO2 the ωB97M-V functional and the def2-TZVPD basis
C 1.18 -1.51 2.25
C 2.08 -0.79 1.39
C 1.91 -1.26 0.07
H 2.82 -0.03 1.66
C 0.80 -2.13 0.04
C 0.31 -2.27 1.38
H -0.56 -2.88 1.63
H 1.01 -1.33 3.32
H 2.54 -1.04 -0.80
H 0.49 -2.70 -0.84
Fe -0.58 -0.08 2.06
Cl 0.17 1.96 2.48
C -1.02 1.82 -1.43
C -0.86 0.69 -2.28
C 0.52 0.59 -2.63
H -1.65 -0.06 -2.41
C 1.20 1.68 -2.02
C 0.26 2.43 -1.26
H 0.48 3.19 -0.50
H -1.92 2.04 -0.82
H 0.99 -0.26 -3.12
H 2.28 1.79 -1.94
C -5.44 2.46 -1.53
C -4.76 2.35 -0.21
C -4.09 3.48 0.28
C -3.36 3.43 1.48
C -3.32 2.23 2.19
C -4.03 1.10 1.72
N -3.95 -0.01 2.58
C -4.06 -1.38 2.29
C -4.73 -2.17 3.25
C -5.01 -3.51 2.96
C -4.58 -4.09 1.76
C -3.86 -3.34 0.84
C -3.65 -1.99 1.08
C -2.78 -1.24 0.11
O -2.91 -1.38 -1.13
O -1.95 -0.44 0.70
C -4.80 1.16 0.53
C -5.65 0.04 0.06
H -5.05 1.74 -2.25
H -6.51 2.30 -1.43
H -5.30 3.45 -1.95
H -4.14 4.43 -0.26
H -2.82 4.31 1.87
H -2.69 2.15 3.10
H -3.83 0.22 3.58
H -5.11 -1.68 4.16
H -5.61 -4.06 3.69
H -4.83 -5.12 1.54
H -3.47 -3.76 -0.09
H -5.14 -0.56 -0.69
H -5.97 -0.61 0.86
H -6.55 0.43 -0.40
```

***

ORCA calculation (the ωB97M-V functional and the def2-TZVPD basis) on a 2-piece molecular cluster, C7H8FI overall at a distorted geometry.

Calculated values
M in g mol⁻¹: 238.04
Electronic energy in Eh: -668.92382
Maximum force in Eh/bohr: 0.071
Spin multiplicity: 3

Geometry as XYZ:
```
17
C7H8FI the ωB97M-V functional and the def2-TZVPD basis
C 1.30 -1.59 -0.07
C 1.36 -0.61 -1.11
C 0.73 -1.32 1.11
C 0.87 0.64 -0.90
C 0.05 -0.03 1.40
C 0.16 0.94 0.28
C -1.98 1.03 -0.87
F 0.07 2.24 0.65
I -3.27 -0.14 0.28
H 1.77 -2.55 -0.24
H 1.85 -0.85 -2.04
H 0.72 -2.04 1.91
H 0.97 1.43 -1.64
H -1.02 -0.24 1.63
H 0.44 0.43 2.31
H -1.78 0.60 -1.84
H -2.23 2.07 -0.85
```

***

ORCA calculation (the ωB97M-V functional and the def2-TZVPD basis) on a 2-piece molecular cluster, C4H11N3O2 overall at a distorted geometry.

Calculated values
M in g mol⁻¹: 133.15
Relative energy (zero: lowest compared OMol25 entry of this formula, charge and spin) in eV: 1.902
Net charge: +1
Maximum force in Eh/bohr: 0.088
Spin multiplicity: 2

Geometry as XYZ:
```
20
C4H11N3O2 the ωB97M-V functional and the def2-TZVPD basis
C 2.47 -2.38 1.06
C 1.13 -1.94 0.54
O 0.03 -1.97 1.28
O 0.96 -1.63 -0.62
H 2.28 -3.38 1.49
H 2.80 -1.70 1.83
H 3.18 -2.41 0.22
C -1.81 0.84 0.54
C -0.67 1.96 -1.27
N -0.96 2.61 -2.38
N -1.58 2.12 -0.17
N 0.41 1.19 -1.22
H -1.67 3.35 -2.40
H -0.03 -2.22 2.21
H -2.43 2.40 -0.67
H 0.22 0.22 -0.96
H 1.13 1.33 -1.92
H -2.70 1.00 1.13
H -1.03 0.72 1.31
H -1.74 -0.11 0.00
```

***

ORCA calculation (the ωB97M-V functional and the def2-TZVPD basis) on a 2-piece molecular cluster, C4H6N2O2 overall at a distorted geometry.

Calculated values
M in g mol⁻¹: 114.10
Relative energy (zero: lowest compared OMol25 entry of this formula, charge and spin) in eV: 3.408
SMILES string: N#CC(=O)[C@H]1CN1.O
Maximum force in Eh/bohr: 0.089
Spin multiplicity: 1

Geometry as XYZ:
```
14
C4H6N2O2 the ωB97M-V functional and the def2-TZVPD basis
O -0.25 1.68 -0.12
C 0.00 0.50 0.02
C 1.43 0.06 0.15
N 2.46 -0.01 0.73
C -1.02 -0.57 0.16
C -2.08 -0.34 1.19
N -2.39 -0.26 -0.21
H -0.67 -1.58 -0.03
H -2.46 -1.22 1.72
H -2.04 0.58 1.77
H -2.47 0.71 -0.51
O 3.15 -0.16 -1.86
H 3.55 -0.07 -0.84
H 2.80 0.68 -2.16
```

***

> Which value of spin multiplicity does entry 1 give?

1